1.
A structure of composition C52H46GaN10O2S. Source: the Open Molecules 2025 dataset; level of theory: ωB97M-V with the def2-TZVPD basis set.

Computed properties:
LUMO: -2.13 eV
HOMO level: -9.72 eV
Energy relative to the best compared isomer or geometry (same formula, charge and spin): 1.124 eV
Max |F|: 0.76 eV/A

```
! RIJCOSX wB97M-V def2-TZVPD def2/J DEFGRID3
* xyz 1 1
Ga -1.64472 0.69207 1.51121
C -1.12882 2.80204 -4.80205
C -1.09297 2.75961 -3.29915
C 0.08508 2.99993 -2.58915
C 0.13219 2.90233 -1.21266
C -1.00790 2.59206 -0.46413
N -0.96331 2.39385 0.92533
C -0.29834 3.33322 1.70716
C -0.07784 4.63890 1.23557
C 0.60049 5.59026 1.96353
C 1.07581 5.31874 3.24305
C 1.78265 6.36145 4.06393
C 0.80672 4.06369 3.75369
C 0.14742 3.08258 3.01314
N -0.09663 1.82870 3.67969
C 0.46043 1.41632 4.83241
C -0.28937 0.37648 5.34075
C -1.31678 0.19109 4.42360
N -1.19391 1.06505 3.41824
C -2.18949 2.38637 -1.18015
C -2.22861 2.44362 -2.56976
N -3.38842 2.06952 -0.47854
C -4.65074 2.44418 -0.74512
C -5.48374 1.77225 0.12418
C -4.63691 0.98370 0.90071
N -3.37183 1.16995 0.52566
H -0.27628 3.35056 -5.19970
H -2.03810 3.28326 -5.16259
H -1.10077 1.79457 -5.22347
H 0.99107 3.24231 -3.13369
H 1.05974 3.05484 -0.67443
H -0.45272 4.90238 0.25713
H 0.74489 6.57541 1.53531
H 2.29108 7.08139 3.42357
H 2.52821 5.91339 4.72099
H 1.07994 6.91629 4.68912
H 1.09952 3.85831 4.77446
H 1.33924 1.89457 5.22586
H -0.11181 -0.17058 6.24987
H -2.10392 -0.55077 4.38977
H -3.15900 2.22115 -3.08133
H -4.85990 3.15227 -1.52965
H -6.55492 1.84661 0.18790
H -4.85702 0.29589 1.70031
S 6.08713 -1.57671 -0.20409
C 4.75942 -0.41366 0.03505
C 4.11859 0.15845 -1.05374
C 3.05266 1.01642 -0.82175
N 2.61114 1.33455 0.39278
C 3.24684 0.79300 1.43058
C 4.31088 -0.08626 1.30943
C 7.41984 -0.61067 0.48637
C 7.94698 0.46897 -0.20831
C 8.98110 1.18541 0.37581
N 9.50758 0.88565 1.56128
C 9.00760 -0.16302 2.20670
C 7.96584 -0.94105 1.71747
H 4.43046 -0.07321 -2.06351
H 2.51978 1.44815 -1.66290
H 2.87471 1.06345 2.41536
H 4.78203 -0.50881 2.18790
H 7.56324 0.74614 -1.18147
H 9.40986 2.03840 -0.13905
H 9.45624 -0.39682 3.16636
H 7.59684 -1.78765 2.28102
N 1.38471 -2.11118 1.27862
C 0.56347 -1.23083 1.85992
N -0.04184 -0.45543 0.98534
C 0.39273 -0.88826 -0.27296
C 0.07249 -0.45341 -1.55755
C 0.68094 -1.09663 -2.61447
C 1.59835 -2.14133 -2.41444
C 1.92760 -2.57792 -1.14962
C 1.29981 -1.93359 -0.08953
H 1.88509 -2.83813 1.76202
H 0.43133 -1.17608 2.93106
H -0.62196 0.35675 -1.72642
H 0.44295 -0.79454 -3.62664
H 2.05050 -2.61781 -3.27485
H 2.62774 -3.38835 -0.99317
C -5.11640 -4.44041 -4.51259
C -4.42989 -3.27124 -3.86140
C -4.18449 -2.11757 -4.59597
C -3.58852 -1.01261 -4.00732
C -3.18665 -1.07984 -2.68694
C -3.40504 -2.23708 -1.94082
N -2.98224 -2.23472 -0.58869
C -2.17845 -3.17499 0.01406
C -1.50862 -4.14485 -0.74935
C -0.74047 -5.12181 -0.14642
C -0.61344 -5.18389 1.23894
C -1.25598 -4.22500 2.00143
C -2.00685 -3.20661 1.41826
C -2.49855 -2.12456 2.32743
O -2.72294 -2.31310 3.50662
O -2.61476 -0.94959 1.73344
C -4.07019 -3.33091 -2.50568
C -4.44873 -4.53503 -1.68993
H -5.22883 -4.27612 -5.58292
H -6.11211 -4.60126 -4.09246
H -4.55694 -5.36660 -4.36764
H -4.47695 -2.08380 -5.63863
H -3.41884 -0.11140 -4.58490
H -2.68422 -0.24227 -2.21706
H -3.22567 -1.44091 -0.02078
H -1.60273 -4.11774 -1.82750
H -0.24000 -5.85421 -0.76907
H -0.04002 -5.97178 1.70949
H -1.18699 -4.23680 3.08284
H -3.84181 -5.40826 -1.94503
H -5.48943 -4.80405 -1.87706
H -4.33569 -4.35476 -0.62359
*
```

Mulliken atomic charge list, values in e, 99 entries: -0.175 -1.620 0.525 -1.362 0.110 -0.801 0.555 1.732 -0.615 -1.156 0.097 -1.619 -0.615 0.154 0.461 0.139 -1.502 -0.427 -0.293 0.108 -0.274 0.444 -0.047 -1.435 -0.326 0.290 0.433 0.382 0.251 0.331 0.980 0.448 0.406 0.406 0.394 0.305 0.499 0.448 0.486 0.790 0.386 0.589 0.481 0.592 -0.144 0.394 -0.713 0.092 0.044 -0.404 -0.934 0.243 -0.207 -0.387 -0.557 -0.387 -0.088 0.487 0.153 0.380 0.480 0.392 0.354 0.358 0.408 0.970 -1.254 1.146 0.749 0.561 -1.289 -0.842 -1.229 0.097 0.334 0.331 -0.551 0.537 0.535 0.605 -1.602 1.174 -1.088 -1.157 0.096 -0.314 0.483 0.511 -0.189 -1.039 -0.886 -0.878 0.906 -0.339 -0.731 -0.267 1.077 -1.783 0.402

=====

2.
A structure of composition C52H46N4O4PV at a distorted geometry. Source: the Open Molecules 2025 dataset; level of theory: ωB97M-V with the def2-TZVPD basis set.

Computed properties:
LUMO (spin up / spin down): -1.14 / -1.18 eV
HOMO level (spin up / spin down): -6.59 / -6.73 eV
Max |F|: 1.73 eV/A

```
! RIJCOSX wB97M-V def2-TZVPD def2/J DEFGRID3
* xyz 0 3
V -0.37225 0.41950 0.15258
C -4.33102 6.40484 -2.93199
C -3.64825 5.50799 -3.74084
C -2.92443 4.47085 -3.17234
C -2.87658 4.31904 -1.78890
C -3.55860 5.22414 -0.98280
C -4.28108 6.26243 -1.55323
C -2.12053 3.18793 -1.18589
C -0.78377 3.35225 -0.86229
C 0.01976 4.44720 -1.31009
C 1.31411 4.04574 -1.19944
C 1.29646 2.74294 -0.60331
C 2.44942 2.05457 -0.13645
C 3.72228 2.05462 -0.84475
C 4.84700 1.37815 -0.34356
C 6.03764 1.34512 -1.04604
C 6.14199 1.95229 -2.28913
C 5.02144 2.56205 -2.83468
C 3.82970 2.59928 -2.13507
C 2.26380 1.42408 1.11281
N 1.08002 0.88278 1.50641
C 1.20217 0.62001 2.85310
C 0.29764 -0.13066 3.58335
C 0.59211 -0.47601 4.99709
C -0.22426 -0.00122 6.02101
C 0.04752 -0.32432 7.34195
C 1.12743 -1.13684 7.65498
C 1.93791 -1.62405 6.63970
C 1.67471 -1.29095 5.31968
C -0.83187 -0.69605 2.97955
C -1.60225 -1.75331 3.55549
C -2.50648 -2.14101 2.61572
C -2.33011 -1.27682 1.49119
N -1.26474 -0.42721 1.70951
C -3.23306 -1.17449 0.43099
C -3.18854 -0.09587 -0.44637
C -4.30146 0.34049 -1.24031
C -4.04357 1.62424 -1.59167
C -2.74573 1.94598 -1.06766
N -2.21343 0.86806 -0.42184
C -4.45435 -2.02953 0.45829
C -4.62471 -3.12965 -0.37112
C -5.79033 -3.88252 -0.30759
C -6.79803 -3.53706 0.57884
C -6.63855 -2.43345 1.40742
C -5.47387 -1.68684 1.34766
C 2.47928 1.07414 3.31915
C 3.16058 1.51871 2.23174
N 0.01978 2.35185 -0.36113
H -4.90767 7.20557 -3.37672
H -3.68353 5.60822 -4.81838
H -2.39411 3.76204 -3.79717
H -3.53057 5.10798 0.09365
H -4.81544 6.95968 -0.92044
H -0.35949 5.37461 -1.70781
H 2.19987 4.61607 -1.42398
H 4.78263 0.84511 0.59219
H 6.88986 0.82381 -0.62807
H 7.07389 1.92142 -2.83831
H 5.07656 2.99825 -3.82432
H 2.95353 3.01371 -2.60970
H -1.07384 0.62383 5.77491
H -0.58709 0.05816 8.13144
H 1.33265 -1.39852 8.68502
H 2.77446 -2.26967 6.87530
H 2.30190 -1.67919 4.52568
H -1.43645 -2.17013 4.53541
H -3.23806 -2.93004 2.67547
H -5.18201 -0.24722 -1.44384
H -4.64921 2.30368 -2.16909
H -3.83957 -3.39987 -1.06708
H -5.91142 -4.74588 -0.94930
H -7.70619 -4.12391 0.62884
H -7.42125 -2.15826 2.10279
H -5.34179 -0.82575 1.99173
H 2.80610 1.05941 4.34615
H 4.13318 1.98176 2.22473
C 1.73752 -3.38138 -4.55920
C 1.80583 -2.03571 -3.84738
C 3.23543 -1.76493 -3.37424
C 1.35323 -0.92060 -4.78852
O 0.86382 -2.13921 -2.74461
P 0.84279 -1.16037 -1.49165
O 1.14449 0.25761 -1.80785
O -0.51234 -1.31690 -0.81743
O 1.99731 -1.65670 -0.49051
C 2.09966 -2.91507 0.23074
C 1.26078 -2.84796 1.50129
C 1.65561 -4.12244 -0.59162
C 3.57930 -3.00888 0.58725
H 2.44581 -3.38485 -5.38786
H 0.73489 -3.55728 -4.95035
H 1.99002 -4.19493 -3.87819
H 3.89500 -1.71480 -4.24041
H 3.58610 -2.56191 -2.71800
H 3.29142 -0.81809 -2.83520
H 2.01969 -0.87726 -5.65044
H 1.37748 0.03372 -4.26430
H 0.33495 -1.11059 -5.13052
H 0.20247 -2.78498 1.25056
H 1.54244 -1.97222 2.08526
H 1.42412 -3.74533 2.10015
H 0.60715 -4.02439 -0.87161
H 1.76632 -5.02081 0.01629
H 2.24731 -4.23634 -1.49902
H 3.85026 -2.17782 1.24137
H 4.18263 -2.93823 -0.31873
H 3.79069 -3.94958 1.09594
*
```

Mulliken atomic charge list, values in e, 99 entries: -0.762 -0.349 -0.905 0.318 -1.059 0.078 -0.833 1.136 0.072 -1.188 -1.821 0.430 0.610 1.057 -0.218 -1.090 -0.518 -1.140 -0.556 -0.042 1.443 -0.150 0.403 -0.466 -0.126 -0.796 -0.398 -0.950 0.199 0.997 -1.385 -1.636 -0.264 0.867 1.588 -0.307 -1.443 -1.760 0.673 1.370 -1.207 -0.024 -0.824 -0.372 -0.901 0.301 -1.375 -1.703 1.174 0.381 0.385 0.496 0.492 0.387 0.585 0.764 0.352 0.422 0.406 0.409 0.575 0.450 0.382 0.385 0.403 0.466 0.579 0.609 0.593 0.541 0.505 0.405 0.385 0.377 0.469 0.682 0.793 -1.754 1.628 -1.107 -1.518 0.102 -0.474 -0.456 -0.611 1.662 1.961 -1.277 -1.635 -1.922 0.419 0.366 0.333 0.583 0.153 0.088 0.469 0.108 0.344

=====

Question: What is the max |F| in the first record?
Answer: 0.76 eV/A

=====

Question: What is the formula in the first record?
Answer: C52H46GaN10O2S

=====

Question: Among the records above, which one has the lowest max |F|?
Answer: C52H46GaN10O2S

=====

Question: The lowest max |F| belongs to which entry?
Answer: C52H46GaN10O2S